Record 1
ORCA calculation (the ωB97M-V functional and the def2-TZVPD basis) on a cluster of 11 separate species, C38H61N3O22 in total in a non-equilibrium geometry.

Computed properties:
<S²> ... 0.7569
Charge ... +1
Spin multiplicity ... 2
Gap between HOMO and LUMO (spin up / spin down) ... 0.3887 / 0.0888 hartree
HOMO level (spin up / spin down) ... -12.524 / -12.524 eV
F_max ... 0.1297 Eh/bohr

Each line ends with the Mulliken charge.
Cartesian coordinates (Å):
O (-1.2563, -2.2052, -1.6277)  -0.17
C (-1.6110, -2.3823, -2.7963)  0.29
O (-1.1851, -3.4456, -3.6254)  -0.33
C (-0.4442, -4.5497, -3.0882)  0.11
C (0.1170, -5.4150, -4.2638)  -1.37
C (-2.4753, -1.3876, -3.5651)  -0.36
H (-1.0686, -5.1017, -2.3857)  0.16
H (0.3912, -4.2428, -2.4588)  0.20
H (0.9023, -4.8351, -4.7486)  0.31
H (-0.5724, -5.6173, -5.0835)  0.35
H (0.5019, -6.3916, -3.9701)  0.38
H (-3.4068, -1.8684, -3.8639)  0.48
H (-2.0268, -1.0282, -4.4912)  0.41
H (-2.6972, -0.5623, -2.8885)  -0.47
O (1.2776, 0.9334, -0.5444)  -0.57
C (0.0602, 0.8502, -0.3223)  0.49
O (-0.4358, 0.3539, 0.8325)  0.92
C (0.4896, -0.0703, 1.8077)  0.08
C (-0.2663, -0.5302, 3.0634)  -1.20
C (-1.0561, 1.1229, -1.3606)  0.61
H (1.0561, 0.8105, 2.1099)  -0.84
H (1.2425, -0.7916, 1.4901)  0.61
H (-1.1511, 0.0631, 3.2939)  0.01
H (0.3467, -0.6512, 3.9566)  0.63
H (-0.6107, -1.5261, 2.7845)  -0.12
H (-1.2821, 2.1877, -1.3036)  -0.67
H (-1.9268, 0.4928, -1.1791)  -0.52
H (-0.6877, 0.8390, -2.3464)  0.42
C (2.8780, 3.8238, -2.1482)  -0.92
C (2.6612, 4.7939, -0.9525)  0.41
C (1.5541, 5.8769, -1.2030)  -0.92
C (0.2258, 5.3483, -1.6106)  0.41
N (-0.8455, 4.9527, -1.9036)  -0.53
H (2.9386, 4.3858, -3.0802)  0.53
H (2.0212, 3.1542, -2.2227)  0.00
H (3.7711, 3.2370, -1.9332)  0.39
H (3.5673, 5.3124, -0.6389)  0.44
H (2.4502, 4.1916, -0.0690)  -0.54
H (1.9559, 6.4512, -2.0378)  0.45
H (1.3926, 6.5868, -0.3918)  0.42
C (2.3776, 0.3246, -4.4526)  -0.55
C (2.4610, 1.5949, -5.2639)  -0.19
C (1.7337, 1.5151, -6.6018)  -0.64
C (0.2999, 1.3064, -6.5237)  0.35
N (-0.8486, 1.1799, -6.5885)  -0.47
H (2.8751, -0.5317, -4.9080)  0.41
H (1.3175, 0.1210, -4.3018)  0.08
H (2.8029, 0.4182, -3.4533)  -0.07
H (3.5094, 1.8415, -5.4312)  0.41
H (2.0551, 2.4400, -4.7078)  0.04
H (2.1421, 0.7125, -7.2161)  0.33
H (1.9108, 2.4572, -7.1207)  0.32
C (-1.5830, -6.3134, 2.5770)  -1.50
C (-1.2476, -4.8667, 2.5406)  -0.22
C (-0.9866, -4.2999, 1.1254)  1.50
C (0.3920, -4.5694, 0.7573)  -0.25
N (1.4767, -4.8422, 0.4910)  -0.64
H (-2.4854, -6.4441, 1.9796)  0.34
H (-1.8160, -6.6162, 3.5978)  0.40
H (-0.8190, -6.9953, 2.2037)  0.32
H (-0.3311, -4.6130, 3.0734)  0.37
H (-1.9969, -4.3225, 3.1154)  0.31
H (-0.9591, -3.2132, 1.2052)  -1.12
H (-1.6399, -4.6653, 0.3330)  0.50
C (4.1823, 1.8732, 0.9914)  1.54
C (4.7884, 0.8228, 0.0910)  -0.10
O (5.9535, 1.4702, -0.4231)  -0.33
C (6.3287, 2.4668, 0.4636)  0.56
O (7.3926, 3.0857, 0.4139)  -0.50
O (5.3020, 2.6734, 1.2837)  -0.30
H (3.7246, 1.3411, 1.8254)  -0.05
H (3.4365, 2.5041, 0.5080)  -1.00
H (4.0810, 0.4594, -0.6543)  0.19
H (5.0237, -0.0390, 0.7156)  0.27
C (-5.0698, -1.9887, 0.5622)  -0.54
C (-3.6371, -2.4899, 0.8424)  0.23
O (-2.9538, -1.3966, 1.3607)  0.36
C (-3.6315, -0.2781, 1.0668)  0.20
O (-3.3092, 0.8639, 1.3696)  -0.50
O (-4.7825, -0.6204, 0.3487)  -0.39
H (-5.7745, -2.1741, 1.3728)  0.27
H (-5.4494, -2.4882, -0.3291)  0.37
H (-3.1114, -2.8594, -0.0381)  -0.22
H (-3.6991, -3.3268, 1.5380)  0.21
C (-1.1771, 0.2328, 6.3831)  -0.06
C (-2.3647, -0.4712, 5.7934)  0.12
O (-3.2072, 0.5956, 5.5345)  -0.33
C (-2.7959, 1.6757, 6.1862)  0.69
O (-3.4782, 2.7131, 6.2745)  -0.62
O (-1.6965, 1.4718, 6.8094)  -0.32
H (-0.3342, 0.2969, 5.6949)  0.11
H (-0.9593, -0.3093, 7.3033)  0.33
H (-2.8294, -1.1293, 6.5276)  0.40
H (-2.2340, -1.0656, 4.8892)  -0.20
C (-1.0967, 3.3646, 2.7038)  -0.31
C (-0.6062, 4.0082, 1.4004)  0.46
O (0.7797, 4.1128, 1.7560)  -0.21
C (1.0952, 3.4072, 2.8056)  0.56
O (2.2022, 3.2481, 3.3087)  -0.33
O (-0.0166, 2.8138, 3.3359)  -0.20
H (-1.7108, 2.5176, 2.3978)  0.15
H (-1.6228, 4.0921, 3.3219)  0.43
H (-1.1733, 4.9247, 1.2375)  0.47
H (-0.7191, 3.3175, 0.5648)  -0.58
C (3.5979, -3.0805, 2.6632)  0.27
C (4.0937, -3.5112, 4.0647)  -0.47
O (4.1870, -2.3916, 4.8274)  -0.36
C (3.8441, -1.2866, 4.0924)  0.63
O (4.0100, -0.0956, 4.3612)  -0.56
O (3.4502, -1.6803, 2.8318)  -0.12
H (2.6278, -3.4943, 2.3881)  -0.25
H (4.3893, -3.3796, 1.9758)  0.29
H (5.0802, -3.9463, 3.9044)  0.28
H (3.4941, -4.2166, 4.6398)  0.32
C (-3.7599, 3.0587, -3.0452)  0.42
C (-3.5195, 2.2715, -4.3301)  0.20
O (-4.5160, 1.3285, -4.2691)  -0.37
C (-5.1758, 1.3113, -3.1001)  0.72
O (-6.0916, 0.5479, -2.8291)  -0.58
O (-4.8120, 2.4015, -2.3670)  -0.34
H (-3.9918, 4.1159, -3.1750)  0.29
H (-2.9229, 3.0458, -2.3471)  -0.39
H (-2.6394, 1.6332, -4.2518)  -0.15
H (-3.6304, 2.8675, -5.2359)  0.30

=====

Record 2
ORCA calculation (the ωB97M-V functional and the def2-TZVPD basis) on a cluster of 13 separate species, C38H63BN5O18S3 in total in a non-equilibrium geometry.

Computed properties:
Charge ... -1
Gap between HOMO and LUMO ... 0.3365 hartree
HOMO level ... -7.855 eV
F_max ... 0.1291 Eh/bohr

Each line ends with the Mulliken charge.
Cartesian coordinates (Å):
O (3.1635, -14.5738, 19.6988)  -0.47
C (2.5133, -15.3907, 19.0452)  0.56
O (2.1427, -16.6119, 19.3727)  -0.10
B (1.4614, -17.2895, 18.3046)  0.72
O (1.5472, -16.3481, 17.1541)  -0.77
C (2.0614, -15.1758, 17.5672)  0.16
O (2.2973, -14.1828, 16.8760)  -0.65
O (0.0328, -17.5352, 18.6297)  0.38
C (-0.2460, -18.8274, 18.5467)  0.33
O (-1.2865, -19.3854, 18.9255)  -0.71
C (1.0450, -19.5491, 18.1625)  0.46
O (2.0268, -18.6558, 17.9489)  -0.41
O (1.1390, -20.7538, 17.9815)  -0.45
C (4.3581, -21.4992, 17.1054)  0.68
C (5.4588, -22.5158, 17.1788)  0.55
O (6.2621, -22.7384, 16.2489)  -0.64
C (5.5489, -23.2726, 18.4186)  -0.98
H (3.7717, -21.4869, 18.0241)  -0.57
H (3.7076, -21.7247, 16.2603)  0.31
H (4.7957, -20.5103, 16.9683)  -0.16
H (6.5486, -23.7069, 18.4139)  0.39
H (4.8489, -24.1071, 18.4610)  0.31
H (5.3379, -22.6573, 19.2932)  0.15
C (0.2017, -12.9493, 20.9447)  -0.20
C (-0.6017, -12.9302, 19.6860)  0.33
O (-0.5706, -12.1092, 18.7968)  -0.60
C (-1.3972, -14.2303, 19.3411)  -0.30
H (0.5192, -11.9300, 21.1644)  0.43
H (1.0160, -13.6710, 20.8800)  -0.21
H (-0.4377, -13.3429, 21.7348)  0.20
H (-2.0517, -14.0926, 18.4804)  0.44
H (-2.0409, -14.5625, 20.1555)  0.32
H (-0.7633, -15.0694, 19.0543)  -0.43
C (0.8082, -11.8993, 24.1256)  -0.42
C (2.1868, -11.6603, 23.6511)  0.47
O (2.6069, -10.5181, 23.8737)  -0.62
C (2.9696, -12.8018, 22.9906)  -0.21
H (0.2643, -11.2390, 23.4503)  0.22
H (0.6727, -11.6832, 25.1854)  0.41
H (0.5293, -12.9291, 23.9020)  -0.23
H (2.8485, -12.7446, 21.9089)  -0.06
H (2.6481, -13.8029, 23.2778)  0.18
H (4.0408, -12.6773, 23.1497)  0.37
C (0.1933, -23.1437, 16.0418)  -0.61
C (-0.8235, -24.2693, 16.2850)  0.69
O (-0.6372, -25.1022, 17.1870)  -0.54
C (-1.9187, -24.5217, 15.2211)  -1.19
H (0.7023, -23.1340, 15.0780)  0.52
H (0.9684, -23.1408, 16.8081)  0.03
H (-0.2810, -22.1671, 16.1398)  0.21
H (-1.4272, -24.5818, 14.2501)  0.33
H (-2.6570, -23.7201, 15.2393)  0.31
H (-2.4024, -25.4792, 15.4140)  0.32
C (0.2774, -23.1249, 19.6563)  -0.06
C (0.1886, -22.5199, 20.9831)  0.23
N (0.1917, -22.0531, 21.9859)  -0.45
H (0.3034, -24.2134, 19.7089)  0.49
H (1.2472, -22.8034, 19.2766)  -0.23
H (-0.4694, -22.7409, 18.9614)  0.14
C (5.4345, -12.6252, 17.9726)  0.49
C (6.2379, -11.5445, 17.4583)  0.02
N (6.9086, -10.6443, 17.1729)  -0.52
H (4.7120, -12.3129, 18.7266)  0.25
H (6.1961, -13.3006, 18.3622)  -0.44
H (4.9242, -13.2311, 17.2239)  0.18
C (-0.8540, -17.7738, 15.0549)  -0.58
C (-1.6097, -16.9530, 15.9681)  0.49
N (-2.1938, -16.2472, 16.6974)  -0.47
H (0.1950, -17.5886, 15.2859)  -0.01
H (-0.8926, -17.3780, 14.0400)  0.39
H (-1.1559, -18.8211, 15.0430)  0.25
C (-3.9315, -16.8677, 19.5605)  -0.18
C (-4.9324, -17.8538, 19.9411)  0.09
N (-5.7084, -18.6428, 20.1958)  -0.45
H (-4.2341, -16.5850, 18.5523)  0.36
H (-2.9077, -17.1998, 19.7321)  -0.15
H (-4.0362, -15.9099, 20.0703)  0.33
C (5.0012, -17.4101, 16.3784)  0.00
C (5.5502, -16.0592, 16.0475)  0.03
N (5.9438, -14.9395, 15.8082)  -0.51
H (4.4469, -17.8279, 15.5380)  0.39
H (4.2732, -17.2595, 17.1756)  -0.32
H (5.7650, -18.0920, 16.7520)  0.41
C (7.1894, -16.2715, 20.7365)  -0.28
C (8.3636, -15.5651, 20.0551)  -0.78
C (8.7575, -14.3860, 20.9822)  -0.84
S (7.2902, -13.6673, 21.7417)  1.14
O (6.9090, -12.5142, 20.8998)  -0.60
O (7.4701, -13.5139, 23.2074)  -0.70
C (6.2911, -15.1602, 21.2144)  0.06
H (7.4941, -16.8983, 21.5746)  0.37
H (6.6451, -16.9277, 20.0574)  0.05
H (8.0443, -15.2165, 19.0729)  0.27
H (9.1401, -16.3109, 19.8850)  0.42
H (9.3196, -13.6065, 20.4679)  0.46
H (9.3606, -14.6388, 21.8542)  0.37
H (5.8096, -14.7237, 20.3394)  -0.46
H (5.5911, -15.5188, 21.9692)  0.49
C (3.1216, -20.2307, 20.9105)  0.93
C (3.5606, -21.1287, 22.0186)  -0.87
C (3.8384, -20.2942, 23.2542)  -0.45
S (4.7613, -18.7941, 22.6197)  1.03
O (6.2370, -18.9436, 22.5051)  -0.72
O (4.1807, -17.6065, 23.2027)  -0.51
C (4.1150, -19.0522, 20.8272)  0.10
H (2.1340, -19.8306, 21.1400)  0.03
H (2.9395, -20.7296, 19.9587)  -0.97
H (4.4077, -21.6812, 21.6120)  0.26
H (2.8414, -21.9215, 22.2241)  0.43
H (4.2031, -20.6628, 24.2130)  0.50
H (2.8657, -19.8290, 23.4144)  0.00
H (4.8793, -19.4652, 20.1689)  0.57
H (3.7936, -18.0731, 20.4719)  -0.40
C (-0.1914, -16.4020, 21.8931)  1.09
C (1.1190, -16.6387, 22.6369)  0.81
C (0.8869, -17.6218, 23.7766)  -1.03
S (-0.8472, -17.3557, 24.4298)  1.15
O (-0.7808, -16.7207, 25.7498)  -0.70
O (-1.6052, -18.5847, 24.2343)  -0.64
C (-1.2035, -16.1095, 23.1058)  -1.03
H (-0.4852, -17.3004, 21.3504)  0.05
H (-0.1884, -15.5719, 21.1867)  -1.19
H (1.3582, -15.7073, 23.1500)  -0.33
H (1.9685, -16.8959, 22.0043)  -0.10
H (1.6041, -17.6727, 24.5958)  0.68
H (0.9672, -18.6751, 23.5080)  0.14
H (-0.9733, -15.1212, 23.5039)  0.18
H (-2.2752, -16.1530, 22.9116)  0.66

=====

Record 3
ORCA calculation (the ωB97M-V functional and the def2-TZVPD basis) on a cluster of 7 separate species, C38H64BrN2O15 in total in a non-equilibrium geometry.

Computed properties:
Charge ... +1
Gap between HOMO and LUMO ... 0.2906 hartree
HOMO level ... -10.374 eV
F_max ... 0.0267 Eh/bohr

Each line ends with the Mulliken charge.
Cartesian coordinates (Å):
C (-1.3553, 5.1456, -2.5903)  -0.82
C (-1.7125, 4.2303, -3.4995)  -0.06
C (-3.1582, 3.9162, -3.8067)  -1.19
C (-3.4237, 2.4408, -4.1582)  -0.51
C (-2.5860, 1.3063, -3.5697)  -1.13
O (-1.3093, 1.3470, -4.1112)  -0.06
C (-0.6875, 0.0494, -4.3047)  -0.61
C (0.7718, 0.1708, -3.8999)  0.09
N (1.4793, 1.1723, -4.6825)  -0.21
C (1.6009, 2.4955, -4.0909)  -0.21
C (2.8932, 2.7454, -3.2971)  0.39
C (2.8539, 2.2664, -1.8552)  -1.39
O (4.0443, 2.1577, -3.9061)  -0.45
C (-2.6816, 1.1842, -2.0320)  -0.17
Br (-1.1042, 1.7349, -1.0682)  0.00
C (-3.8941, 1.9056, -1.3988)  1.27
C (-4.2880, 1.2102, -0.0797)  -1.75
C (-5.1215, 2.1029, -2.3004)  -1.75
N (-4.8608, 2.1618, -3.7893)  0.65
O (-5.3724, 1.0365, -4.4615)  -0.44
H (-0.5186, 4.9688, -1.9235)  0.22
H (-1.9177, 6.0709, -2.4893)  0.32
H (-0.9724, 3.7127, -4.0979)  0.42
H (-3.7633, 4.2442, -2.9613)  0.48
H (-3.5154, 4.5041, -4.6654)  0.47
H (-3.3739, 2.3347, -5.2411)  0.58
H (-3.0597, 0.3845, -3.9451)  0.51
H (-0.7433, -0.1848, -5.3660)  0.29
H (-1.1688, -0.7235, -3.6983)  0.44
H (1.2380, -0.7922, -4.0912)  0.10
H (0.8403, 0.3442, -2.8206)  -0.07
H (2.3729, 0.8201, -4.9904)  0.39
H (0.7648, 2.6128, -3.3999)  -0.39
H (1.4785, 3.2693, -4.8575)  0.30
H (3.0495, 3.8322, -3.2714)  0.32
H (3.6266, 2.7812, -1.2817)  0.53
H (1.8992, 2.5194, -1.3934)  0.09
H (3.0542, 1.1970, -1.7828)  0.30
H (4.0229, 2.3464, -4.8477)  0.28
H (-2.7665, 0.1232, -1.7973)  0.76
H (-3.5464, 2.9009, -1.1187)  0.37
H (-5.1776, 0.5956, -0.2085)  0.53
H (-3.4636, 0.5752, 0.2349)  0.33
H (-4.4580, 1.9465, 0.7034)  0.32
H (-5.8772, 1.3374, -2.1273)  0.45
H (-5.5970, 3.0469, -2.0381)  0.25
H (-5.4241, 2.9197, -4.1774)  0.43
H (-5.1344, 0.2648, -3.9266)  0.39
O (10.4578, 1.4168, -2.7021)  -0.56
C (9.3477, 1.2919, -3.1226)  0.47
O (8.2560, 1.3260, -2.3168)  -0.36
C (7.0647, 1.0462, -3.0696)  -0.07
C (7.4186, 1.3810, -4.5138)  -0.39
C (8.9074, 1.0504, -4.5565)  -0.43
H (6.8151, -0.0099, -2.9398)  0.18
H (6.2516, 1.6517, -2.6818)  0.04
H (6.8157, 0.8340, -5.2361)  0.32
H (7.2725, 2.4480, -4.6888)  0.25
H (9.0934, 0.0017, -4.7955)  0.25
H (9.4781, 1.6790, -5.2343)  0.30
O (0.7446, -1.9943, -6.0827)  -0.55
C (1.3933, -2.9709, -5.8327)  0.52
O (2.0544, -3.1065, -4.6599)  -0.32
C (2.8386, -4.3162, -4.6621)  -0.49
C (2.1839, -5.2088, -5.7096)  -0.49
C (1.6490, -4.1824, -6.7052)  -0.51
H (3.8662, -4.0554, -4.9222)  0.28
H (2.8252, -4.7348, -3.6595)  0.32
H (2.8717, -5.9337, -6.1381)  0.33
H (1.3526, -5.7549, -5.2623)  0.26
H (2.3905, -3.9074, -7.4577)  0.27
H (0.7326, -4.4887, -7.2019)  0.33
O (-4.7346, -1.9172, 0.2064)  -0.63
C (-4.0988, -2.2376, 1.1739)  0.64
O (-2.7623, -2.4061, 1.1140)  -0.35
C (-2.2536, -2.8734, 2.3819)  -0.46
C (-3.3041, -2.4537, 3.4021)  -0.30
C (-4.5896, -2.5227, 2.5781)  -0.54
H (-2.1398, -3.9575, 2.3227)  0.28
H (-1.2785, -2.4234, 2.5490)  0.28
H (-3.3062, -3.0813, 4.2904)  0.31
H (-3.1217, -1.4247, 3.7147)  0.20
H (-5.0396, -3.5173, 2.5845)  0.29
H (-5.3362, -1.7901, 2.8730)  0.30
O (-1.5924, 2.1561, 4.3688)  -0.63
C (-0.5370, 2.4253, 3.8745)  0.44
O (-0.4401, 2.8555, 2.5893)  -0.32
C (0.9392, 3.0078, 2.2132)  -0.25
C (1.6981, 3.1703, 3.5241)  -0.67
C (0.8472, 2.3261, 4.4737)  0.00
H (1.2450, 2.1075, 1.6732)  0.18
H (1.0148, 3.8632, 1.5444)  0.31
H (2.7367, 2.8555, 3.4521)  0.36
H (1.6827, 4.2146, 3.8396)  0.30
H (1.1396, 1.2748, 4.4604)  -0.12
H (0.8492, 2.7006, 5.4940)  0.38
O (1.0820, -1.0018, 4.4200)  -0.64
C (1.4056, -1.4948, 5.4672)  0.39
O (2.6883, -1.8356, 5.7209)  -0.36
C (2.7814, -2.5041, 6.9953)  -0.47
C (1.5470, -2.0574, 7.7668)  -0.54
C (0.5333, -1.8634, 6.6462)  -0.03
H (2.7904, -3.5810, 6.8154)  0.27
H (3.7197, -2.2179, 7.4634)  0.33
H (1.2315, -2.7690, 8.5258)  0.32
H (1.7460, -1.1025, 8.2566)  0.28
H (0.0056, -2.7857, 6.4140)  0.13
H (-0.1879, -1.0747, 6.8452)  0.35
O (-1.2585, -3.9587, 7.8303)  -0.58
C (-2.2840, -3.6031, 8.3375)  0.56
O (-2.4916, -2.3165, 8.6976)  -0.34
C (-3.7534, -2.1824, 9.3785)  -0.45
C (-4.5758, -3.3842, 8.9278)  -0.45
C (-3.4936, -4.4382, 8.7074)  -0.51
H (-3.5636, -2.1896, 10.4535)  0.27
H (-4.1901, -1.2256, 9.1050)  0.31
H (-5.3404, -3.6688, 9.6468)  0.33
H (-5.0689, -3.1596, 7.9809)  0.24
H (-3.2582, -4.9892, 9.6197)  0.28
H (-3.7218, -5.1434, 7.9130)  0.31